# 1
Here is the ion C5H10NO with charge +1 from OMol25. Energies are from ωB97M-V/def2-TZVPD.

Summary:
charge: +1
DFT total energy: -8876.800 eV
max |F|: 0.08819 Eh/bohr
LUMO level: -0.1610 Ha
energy above the lowest of the compared OMol25 structures with the same formula, charge and spin: 1.780 eV
E_HOMO: -14.7 eV
gap between HOMO and LUMO: 10.3 eV

Last column: Mulliken charge in e.
Atoms and positions in Å:
1 C 1.001 2.019 -0.344  -0.84
2 C 0.839 0.721 -0.160  0.43
3 C 1.867 -0.203 0.293  0.09
4 O 1.725 -1.409 0.379  -0.59
5 C -0.766 -0.112 -0.378  -0.21
6 C -1.463 0.018 0.955  -1.22
7 N -0.561 -1.520 -0.751  -0.24
8 H 0.218 2.671 -0.685  0.31
9 H 1.962 2.472 -0.154  0.27
10 H 2.829 0.253 0.565  0.36
11 H -1.270 0.447 -1.166  0.40
12 H -0.909 -0.491 1.741  0.38
13 H -1.549 1.067 1.230  0.37
14 H -2.472 -0.391 0.909  0.40
15 H -0.444 -1.649 -1.760  0.34
16 H -1.359 -2.085 -0.437  0.36
17 H 0.351 -1.809 -0.235  0.40

---

# 2
Here is the ion C5H10NO with charge +1 from OMol25. Energies are from ωB97M-V/def2-TZVPD.

Summary:
charge: +1
DFT total energy: -8877.119 eV
max |F|: 0.03285 Eh/bohr
LUMO level: -0.1276 Ha
energy above the lowest of the compared OMol25 structures with the same formula, charge and spin: 1.461 eV
E_HOMO: -14.5 eV
gap between HOMO and LUMO: 11.0 eV

Last column: Mulliken charge in e.
Atoms and positions in Å:
1 C -1.809 -1.426 0.557  -1.11
2 C -1.046 -0.517 0.000  0.62
3 N -0.488 -0.770 -1.330  -0.16
4 C -0.765 0.866 0.571  -0.59
5 C 0.564 1.526 0.248  -0.85
6 C 1.849 0.760 0.371  0.19
7 O 1.969 -0.374 -0.031  -0.57
8 H -2.161 -2.279 0.000  0.27
9 H -2.045 -1.322 1.601  0.27
10 H 0.531 -0.805 -1.113  0.35
11 H -0.641 -0.046 -2.011  0.36
12 H -0.713 -1.695 -1.686  0.39
13 H -0.893 0.650 1.640  0.39
14 H -1.603 1.501 0.307  0.34
15 H 0.634 1.896 -0.793  0.30
16 H 0.621 2.511 0.729  0.41
17 H 2.722 1.272 0.780  0.39

---

# 3
Here is the ion C5H10NO with charge +2 from OMol25. Energies are from ωB97M-V/def2-TZVPD.

Summary:
charge: +2
DFT total energy: -8861.365 eV
max |F|: 0.08112 Eh/bohr
LUMO level (alpha / beta): -0.3350 / -0.4807 Ha
energy above the lowest of the compared OMol25 structures with the same formula, charge and spin: 1.851 eV
<S²>: 0.7616
multiplicity: 2
E_HOMO (alpha / beta): -19.2 / -18.6 eV
gap between HOMO and LUMO (alpha / beta): 10.1 / 5.6 eV

Last column: Mulliken spin population.
Atoms and positions in Å:
1 O 1.830 0.084 0.016  0.50
2 C 1.605 1.026 -0.702  0.00
3 C 0.318 1.769 -0.721  0.10
4 C -1.000 0.926 -0.764  0.01
5 C -1.252 0.046 0.519  0.03
6 C -1.087 -1.249 0.304  0.23
7 N -0.373 -2.226 1.153  0.00
8 H 2.363 1.445 -1.390  0.07
9 H 0.395 2.389 -1.722  0.00
10 H 0.240 2.644 0.012  0.00
11 H -1.144 0.535 -1.779  0.00
12 H -1.807 1.728 -0.599  0.06
13 H -1.062 0.511 1.544  0.01
14 H -1.866 -1.689 -0.303  0.00
15 H -0.899 -2.930 1.660  0.01
16 H 0.237 -2.948 0.584  0.00
17 H 0.010 -1.884 1.986  0.00

---

# 4
Here is a structure of composition C5H10NO2 from OMol25. Energies are from ωB97M-V/def2-TZVPD.

Summary:
charge: -1
DFT total energy: -10929.454 eV
max |F|: 0.07033 Eh/bohr
LUMO level: 0.1278 Ha
energy above the lowest of the compared OMol25 structures with the same formula, charge and spin: 4.810 eV
E_HOMO: -2.5 eV
gap between HOMO and LUMO: 6.0 eV

Last column: Mulliken charge in e.
Atoms and positions in Å:
1 C -0.189 1.126 -0.716  -1.14
2 C 0.128 -0.205 -0.001  0.10
3 C 1.249 -0.001 0.977  -0.42
4 C 2.507 -0.026 0.547  -0.46
5 O 2.805 -0.184 -0.815  -0.48
6 N -1.082 -0.749 0.640  -0.33
7 C -2.347 -0.665 -0.198  -0.47
8 O -2.987 0.484 -0.191  -0.83
9 H -0.731 1.769 -0.016  0.28
10 H -0.850 1.016 -1.577  0.33
11 H 0.721 1.622 -1.053  0.39
12 H 0.353 -0.984 -0.742  0.17
13 H 1.064 0.509 1.909  0.27
14 H 2.270 -0.980 -0.477  0.38
15 H 3.298 -0.017 1.275  0.38
16 H -1.286 -0.165 1.449  0.27
17 H -1.972 -1.028 -1.203  0.21
18 H -2.952 -1.523 0.192  0.33

---

# 5
Here is an isolated molecule of C5H10NO2 from OMol25. Energies are from ωB97M-V/def2-TZVPD.

Summary:
DFT total energy: -10929.831 eV
max |F|: 0.03364 Eh/bohr
LUMO level (alpha / beta): 0.0321 / -0.1116 Ha
energy above the lowest of the compared OMol25 structures with the same formula, charge and spin: 0.858 eV
<S²>: 0.7559
multiplicity: 2
E_HOMO (alpha / beta): -9.0 / -9.0 eV
gap between HOMO and LUMO (alpha / beta): 9.9 / 6.0 eV

Last column: Mulliken spin population.
Atoms and positions in Å:
1 O 1.107 2.374 -2.120  0.40
2 C -0.007 1.916 -1.901  -0.04
3 O -1.134 2.323 -1.709  0.29
4 C 0.036 0.248 -2.099  0.30
5 C 0.734 -0.303 -0.854  0.01
6 C -0.024 0.010 0.435  0.01
7 C -0.345 -0.872 2.713  0.00
8 N 0.134 -1.110 1.349  0.00
9 H 0.571 -0.002 -3.007  0.00
10 H -1.020 0.001 -2.121  0.01
11 H 1.748 0.091 -0.848  0.00
12 H 0.789 -1.378 -1.023  0.03
13 H -1.057 0.136 0.092  0.00
14 H 0.256 0.947 0.906  0.00
15 H 0.371 -1.252 3.442  0.00
16 H -0.566 0.187 2.833  0.00
17 H -1.273 -1.402 2.971  0.00
18 H -0.320 -1.915 0.940  0.00

---

# 6
Here is the ion C5H10NO2 with charge +1 from OMol25. Energies are from ωB97M-V/def2-TZVPD.

Summary:
charge: +1
DFT total energy: -10919.614 eV
max |F|: 0.08710 Eh/bohr
LUMO level (alpha / beta): -0.2198 / -0.2199 Ha
energy above the lowest of the compared OMol25 structures with the same formula, charge and spin: 6.438 eV
E_HOMO (alpha / beta): -13.2 / -13.2 eV
gap between HOMO and LUMO (alpha / beta): 7.2 / 7.2 eV

Last column: Mulliken charge in e.
Atoms and positions in Å:
1 C -1.695 -0.904 0.322  -0.08
2 C 0.497 1.042 -0.147  -0.36
3 C -1.058 1.459 0.308  -0.70
4 C 1.080 -0.121 0.485  0.22
5 C 1.836 -1.057 -0.293  -1.21
6 N -1.936 0.302 0.095  0.46
7 O -2.571 -1.897 0.048  -0.44
8 O -3.138 0.849 -0.320  -0.48
9 H 0.295 0.931 -1.265  0.30
10 H 1.067 1.832 0.304  0.37
11 H -1.178 1.802 1.317  0.33
12 H -1.579 2.186 -0.313  0.38
13 H 1.278 -0.168 1.608  0.33
14 H 2.494 -0.595 -1.011  0.41
15 H 1.258 -1.706 -0.846  0.34
16 H 2.515 -1.587 0.295  0.40
17 H -2.185 -2.741 0.198  0.38
18 H -3.791 0.284 -0.732  0.35

---

# 7
Here is a cluster of 2 separate species, C5H10NO3 in total from OMol25. Energies are from ωB97M-V/def2-TZVPD.

Summary:
charge: -1
DFT total energy: -12982.152 eV
max |F|: 0.06548 Eh/bohr
LUMO level: 0.1470 Ha
energy above the lowest of the compared OMol25 structures with the same formula, charge and spin: 0.453 eV
E_HOMO: -4.8 eV
gap between HOMO and LUMO: 8.8 eV

Last column: Mulliken charge in e.
Atoms and positions in Å:
1 C -0.860 -0.988 1.360  0.11
2 C -2.299 -0.451 1.399  -1.22
3 C -0.094 0.124 2.045  0.42
4 O -0.087 0.120 3.286  -0.73
5 N 0.728 0.927 1.341  -0.22
6 H -0.774 -1.928 1.881  0.29
7 H -0.538 -0.976 0.308  0.01
8 H -2.694 -0.235 2.402  0.32
9 H 1.400 1.568 1.713  0.19
10 H 0.639 0.960 0.323  0.22
11 H -3.093 -1.149 1.096  0.35
12 H -2.435 0.392 0.727  0.30
13 C 1.816 0.187 -3.108  -0.98
14 C 0.876 0.355 -1.818  0.72
15 O 0.779 1.524 -1.381  -0.82
16 O 0.448 -0.723 -1.373  -0.75
17 H 2.820 0.484 -2.814  0.21
18 H 1.524 0.690 -4.027  0.28
19 H 1.843 -0.881 -3.359  0.29

---

# 8
Here is an isolated molecule of C5H10NO5P from OMol25. Energies are from ωB97M-V/def2-TZVPD.

Summary:
DFT total energy: -26357.281 eV
max |F|: 0.16287 Eh/bohr
LUMO level (alpha / beta): -0.0534 / -0.0845 Ha
energy above the lowest of the compared OMol25 structures with the same formula, charge and spin: 7.382 eV
E_HOMO (alpha / beta): -10.2 / -9.4 eV
gap between HOMO and LUMO (alpha / beta): 8.7 / 7.1 eV

Last column: Mulliken charge in e.
Atoms and positions in Å:
1 C -0.775 -2.497 -1.146  -0.83
2 O -0.216 -1.278 -1.010  -0.29
3 P -0.372 -0.387 0.347  1.10
4 O -0.712 -0.973 1.634  -0.70
5 O 1.202 0.087 0.362  -0.35
6 C 2.254 -0.577 0.991  -0.64
7 C -1.021 1.219 -0.132  0.37
8 C -0.215 2.278 -0.626  -1.03
9 C -2.809 1.351 0.242  -0.45
10 N -3.328 0.126 0.425  0.89
11 O -2.685 -0.830 -0.039  -0.57
12 O -4.412 -0.064 0.954  -0.60
13 H -0.123 -3.251 -1.646  0.29
14 H -1.699 -2.440 -1.560  0.35
15 H -0.811 -3.105 -0.200  0.32
16 H 2.603 -0.237 2.053  0.24
17 H 3.162 -0.504 0.264  0.25
18 H 1.990 -1.657 1.088  0.26
19 H -0.316 3.245 -0.102  0.35
20 H 0.822 1.929 -0.653  0.31
21 H -0.630 2.469 -1.688  0.28
22 H -3.392 2.217 0.283  0.46

---

# 9
Here is the ion C5H10NOS with charge -1 from OMol25. Energies are from ωB97M-V/def2-TZVPD.

Summary:
charge: -1
DFT total energy: -19720.288 eV
max |F|: 0.05164 Eh/bohr
LUMO level: 0.1246 Ha
energy above the lowest of the compared OMol25 structures with the same formula, charge and spin: 1.258 eV
E_HOMO: -2.5 eV
gap between HOMO and LUMO: 5.9 eV

Last column: Mulliken charge in e.
Atoms and positions in Å:
1 C 0.506 -0.226 1.414  -1.06
2 N 0.888 -0.081 0.018  0.24
3 C 2.301 -0.249 -0.228  -1.02
4 C 0.161 0.856 -0.718  0.51
5 O 0.654 1.757 -1.367  -0.65
6 C -1.371 0.749 -0.521  -0.78
7 C -1.909 -0.635 -0.650  -0.73
8 S -3.363 -0.828 0.480  -0.68
9 H -0.567 -0.477 1.503  0.28
10 H 1.090 -0.941 1.964  0.36
11 H 0.436 0.766 1.864  0.32
12 H 2.607 0.196 -1.173  0.36
13 H 2.462 -1.353 -0.091  0.30
14 H 3.074 0.168 0.458  0.32
15 H -1.594 1.166 0.458  0.33
16 H -1.809 1.495 -1.215  0.29
17 H -2.233 -0.820 -1.680  0.35
18 H -1.332 -1.546 -0.518  0.26

---

# 10
Here is a cluster of 2 separate species, C5H10NP in total from OMol25. Energies are from ωB97M-V/def2-TZVPD.

Summary:
DFT total energy: -16119.864 eV
max |F|: 0.06003 Eh/bohr
LUMO level (alpha / beta): 0.0018 / 0.0025 Ha
energy above the lowest of the compared OMol25 structures with the same formula, charge and spin: 5.045 eV
E_HOMO (alpha / beta): -7.4 / -7.4 eV
gap between HOMO and LUMO (alpha / beta): 7.5 / 7.5 eV

Last column: Mulliken charge in e.
Atoms and positions in Å:
1 C -1.815 0.475 0.035  0.39
2 C 1.024 -1.056 -0.313  0.15
3 C -1.966 1.966 -0.027  -1.06
4 C 0.277 -2.274 -0.112  -0.94
5 C 3.079 0.537 -0.280  -1.05
6 N -2.520 -0.414 0.480  -0.48
7 P 1.147 0.547 -0.147  -0.01
8 H -3.000 2.146 0.425  0.32
9 H -1.319 2.372 0.788  0.29
10 H -2.013 2.542 -0.956  0.30
11 H 0.688 -3.145 -0.498  0.36
12 H -0.753 -2.333 -0.359  0.32
13 H 0.244 -2.394 0.958  0.26
14 H 3.444 1.506 -0.093  0.33
15 H 3.576 -0.224 0.391  0.29
16 H 3.365 0.098 -1.223  0.32
17 H -3.460 -0.349 0.931  0.22

---

# 11
Here is the ion C5H10NS with charge +1 from OMol25. Energies are from ωB97M-V/def2-TZVPD.

Summary:
charge: +1
DFT total energy: -17661.534 eV
max |F|: 0.11186 Eh/bohr
LUMO level: -0.1440 Ha
energy above the lowest of the compared OMol25 structures with the same formula, charge and spin: 4.788 eV
E_HOMO: -13.0 eV
gap between HOMO and LUMO: 9.1 eV

Last column: Mulliken charge in e.
Atoms and positions in Å:
1 C -1.916 1.006 0.668  -0.46
2 C -2.580 -0.068 0.331  0.00
3 C -0.204 0.233 -0.372  0.08
4 C 0.426 1.011 -1.442  -1.25
5 C 1.807 -1.195 0.362  -0.92
6 N 0.640 -0.341 0.671  -0.19
7 S -1.591 -1.129 -0.623  -0.13
8 H -1.974 1.925 1.215  0.37
9 H -3.623 -0.235 0.728  0.36
10 H 1.237 0.465 -1.936  0.37
11 H 0.903 1.830 -0.898  0.32
12 H -0.161 1.316 -2.227  0.44
13 H 1.513 -1.934 -0.268  0.37
14 H 2.613 -0.704 -0.149  0.37
15 H 2.082 -1.516 1.389  0.38
16 H 0.825 0.394 1.468  0.46
17 H 0.004 -1.060 1.083  0.45

---

# 12
Here is a cluster of 2 separate species, C5H10O in total from OMol25. Energies are from ωB97M-V/def2-TZVPD.

Summary:
DFT total energy: -7389.977 eV
max |F|: 0.00976 Eh/bohr
LUMO level (alpha / beta): -0.0188 / -0.0182 Ha
energy above the lowest of the compared OMol25 structures with the same formula, charge and spin: 4.788 eV
E_HOMO (alpha / beta): -9.1 / -9.1 eV
gap between HOMO and LUMO (alpha / beta): 8.6 / 8.6 eV

Last column: Mulliken charge in e.
Atoms and positions in Å:
1 C -2.358 1.123 -1.188  -0.47
2 C -0.362 -0.646 -0.075  -0.29
3 C -0.675 -0.629 1.425  -1.07
4 C 0.752 0.324 -0.403  0.81
5 O 0.510 1.463 -0.753  -0.55
6 C 2.167 -0.183 -0.251  -1.19
7 H -1.778 1.509 -2.054  0.21
8 H -2.140 1.897 -0.421  0.20
9 H -1.274 -0.350 -0.632  0.16
10 H -0.099 -1.661 -0.397  0.28
11 H -0.906 0.389 1.758  0.28
12 H 0.166 -1.002 2.019  0.32
13 H -1.545 -1.257 1.635  0.34
14 H 2.294 -0.702 0.706  0.32
15 H 2.371 -0.915 -1.041  0.31
16 H 2.878 0.640 -0.330  0.33